<A>
ORCA calculation (ωB97M-V/def2-TZVPD) on a structure of composition C3H8FNO.

The geometry in XYZ format:
```
14
Properties=species:S:1:pos:R:3
C 0.28 0.60 1.72
C 0.43 -1.34 -1.46
C -0.08 0.27 0.35
N -1.40 0.51 -0.13
O 0.55 -0.89 -0.01
F 0.85 1.45 -0.42
H 0.28 -0.20 2.41
H 1.34 0.82 1.72
H -0.21 1.46 2.24
H 0.77 -0.43 -2.03
H -0.46 -1.83 -1.66
H 1.20 -2.06 -1.63
H -1.87 1.44 -0.04
H -1.70 0.19 -1.07
```

## Properties
HOMO   -10.1 eV
Frontier orbital gap   0.4065 hartree

<B>
ORCA calculation (ωB97M-V/def2-TZVPD) on an isolated molecule of C3H8FNO.

The geometry in XYZ format:
```
14
Properties=species:S:1:pos:R:3
C -1.71 -1.15 -0.12
C 2.19 0.53 -0.29
C -0.03 0.53 0.66
N -0.69 -0.02 -0.49
O 1.09 1.34 0.21
F -1.57 1.05 -0.94
H -2.79 -0.95 -0.56
H -1.27 -2.13 -0.57
H -1.84 -1.24 0.93
H 2.24 0.63 -1.38
H 1.90 -0.51 -0.10
H 3.03 0.97 0.17
H -0.72 1.25 1.11
H 0.17 -0.30 1.37
```

## Properties
SMILES   COCN(C)F
HOMO   -10.1 eV
Frontier orbital gap   0.4056 hartree

Going by the energies, <A> is most stable and the next is 0.0856 hartree up.

<A>
ORCA calculation (ωB97M-V/def2-TZVPD) on an isolated molecule of C3H3BrO.

The geometry in XYZ format:
```
8
Properties=species:S:1:pos:R:3
C -1.55 0.95 -0.10
C -0.48 0.20 0.10
C 0.52 -0.61 0.05
O -3.07 -1.42 -0.11
Br -3.25 0.19 0.02
H -1.38 1.88 -0.69
H 1.35 -0.53 0.78
H 0.53 -1.34 -0.78
```

## Properties
HOMO   -8.7 eV
Frontier orbital gap   0.3329 hartree

<B>
ORCA calculation (ωB97M-V/def2-TZVPD) on a cluster of 2 separate species, C3H3BrO in total.

The geometry in XYZ format:
```
8
Properties=species:S:1:pos:R:3
C 0.91 -0.44 -0.13
C 1.43 -1.61 0.01
C -1.14 1.11 0.09
O 1.86 -2.70 0.06
Br -2.66 0.07 -0.01
H 1.30 0.52 -0.31
H -0.86 1.65 -0.79
H -0.84 1.41 1.07
```

## Properties
HOMO (alpha / beta)   -8.6 / -8.6 eV
Frontier orbital gap (alpha / beta)   0.2406 / 0.2404 hartree

<C>
ORCA calculation (ωB97M-V/def2-TZVPD) on a structure of composition C3H3BrO.

The geometry in XYZ format:
```
8
Properties=species:S:1:pos:R:3
C 1.81 0.65 -0.02
C 2.90 0.17 -0.68
C 0.44 0.03 0.21
O 2.18 1.83 -0.14
Br 4.55 -0.23 0.07
H 0.26 0.13 1.28
H 0.48 -0.98 -0.08
H -0.20 0.78 -0.18
```

## Properties
HOMO   -8.8 eV
Frontier orbital gap   0.3303 hartree

Going by the energies, <C> is most stable and the next is 0.0385 hartree up.

<A>
ORCA calculation (ωB97M-V/def2-TZVPD) on a cluster of 2 separate species, C4H8N2 in total.

The geometry in XYZ format:
```
14
Properties=species:S:1:pos:R:3
C -0.76 -3.25 2.65
C 0.28 0.36 -0.54
C 0.19 -2.48 2.33
C 0.49 1.22 -1.66
N 0.27 -0.51 0.18
N 0.07 2.69 -1.42
H 1.16 -2.09 2.11
H -1.03 -4.21 2.99
H -1.60 -2.84 2.00
H -0.12 0.99 -2.57
H 1.46 1.17 -1.95
H -0.74 2.62 -0.72
H -0.37 3.02 -2.28
H 0.73 3.32 -1.11
```

## Properties
Charge   +2
HOMO   -20.7 eV
Frontier orbital gap   0.3934 hartree

<B>
ORCA calculation (ωB97M-V/def2-TZVPD) on a structure of composition C4H8N2.

The geometry in XYZ format:
```
14
Properties=species:S:1:pos:R:3
C 0.52 1.62 -0.03
C -0.76 0.15 0.11
C -1.57 -0.99 0.03
C 1.79 -0.53 -0.16
N -0.89 1.43 0.24
N 0.71 0.34 0.04
H 1.16 2.47 -0.02
H -2.49 -0.78 0.65
H -0.91 -1.90 0.33
H -2.08 -1.01 -0.94
H 1.71 -1.41 0.66
H 2.89 -0.27 -0.10
H 1.68 -1.17 -1.03
H -1.75 2.03 0.23
```

## Properties
Charge   +2
HOMO   -21.2 eV
Frontier orbital gap   0.3187 hartree

Going by the energies, <A> is most stable and the next is 0.0192 hartree up.

<A>
ORCA calculation (ωB97M-V/def2-TZVPD) on the ion C4H8N2 with charge +2.

The geometry in XYZ format:
```
14
Properties=species:S:1:pos:R:3
C -0.88 0.29 -0.97
C 0.29 -0.58 0.94
C -1.71 0.29 0.16
C 1.92 0.07 -0.75
N -0.94 -0.36 1.28
N 0.54 -0.16 -0.30
H -0.95 0.67 -2.02
H 1.03 -0.87 1.71
H -2.05 1.33 0.35
H -2.57 -0.38 0.08
H 1.96 1.21 -0.65
H 2.00 -0.17 -1.84
H 2.62 -0.55 -0.15
H -1.24 -0.79 2.16
```

## Properties
Charge   +2
SMILES   C[N+]1=CC[NH+]=C1
HOMO   -21.2 eV
Frontier orbital gap   0.3251 hartree

<B>
ORCA calculation (ωB97M-V/def2-TZVPD) on a cluster of 2 separate species, C4H8N2 in total.

The geometry in XYZ format:
```
14
Properties=species:S:1:pos:R:3
C -1.15 0.27 0.12
C 0.27 0.03 -0.01
C -3.76 -0.11 -0.03
C 1.57 -0.63 0.11
N -0.26 1.20 -0.13
N 2.69 0.40 -0.04
H -3.21 -0.66 -0.78
H -4.14 0.81 0.01
H -4.02 -0.70 0.77
H 1.55 -1.23 -0.79
H 1.47 -0.98 1.16
H 2.74 0.84 0.87
H 2.65 0.90 -0.92
H 3.60 -0.14 -0.35
```

## Properties
Charge   +2
HOMO   -19.1 eV
Frontier orbital gap   0.3211 hartree

Going by the energies, <A> is most stable and the next is 0.1287 hartree up.

<A>
ORCA calculation (ωB97M-V/def2-TZVPD) on an isolated molecule of C4H7FO.

The geometry in XYZ format:
```
13
Properties=species:S:1:pos:R:3
C 0.69 -0.07 -0.29
C 0.51 1.42 -0.11
C -1.01 1.15 0.11
C -0.63 -0.33 0.42
H 1.65 -1.64 0.10
H 0.47 -0.27 -1.32
H 1.01 1.70 0.84
H 0.74 2.13 -0.96
H -1.57 1.74 0.86
H -1.50 1.15 -0.91
H -0.50 -0.62 1.49
O 1.84 -0.71 0.14
F -1.38 -1.28 -0.22
```

## Properties
SMILES   O[C@@H]1CC[C@H]1F
HOMO   -10.2 eV
Frontier orbital gap   0.4115 hartree

<B>
ORCA calculation (ωB97M-V/def2-TZVPD) on an isolated molecule of C4H7FO.

The geometry in XYZ format:
```
13
Properties=species:S:1:pos:R:3
C -0.54 0.09 1.46
C -0.22 0.19 -0.05
C 0.98 -0.52 -0.41
C -0.50 1.42 -0.80
H 0.42 0.17 2.14
H -0.99 -0.98 1.55
H -1.31 0.82 1.69
H 0.89 -1.03 -1.33
H 1.74 0.31 -0.45
H -0.92 2.21 -0.17
H 0.15 1.73 -1.63
O -1.30 0.27 -1.01
F 1.35 -1.38 0.56
```

## Properties
SMILES   C[C@]1(CF)CO1
HOMO   -10.3 eV
Frontier orbital gap   0.4134 hartree

<C>
ORCA calculation (ωB97M-V/def2-TZVPD) on an isolated molecule of C4H7FO.

The geometry in XYZ format:
```
13
Properties=species:S:1:pos:R:3
C 0.05 0.34 0.88
C 0.95 0.54 -0.40
C 0.06 -0.45 -1.16
C -1.06 -0.25 -0.04
H -0.01 -0.79 2.53
H -0.30 1.29 1.35
H 0.72 1.44 -0.88
H 2.07 0.46 -0.35
H 0.45 -1.43 -1.14
H -1.63 -1.09 0.28
H -1.68 0.57 -0.38
O 0.61 -0.58 1.78
F -0.24 -0.04 -2.45
```

## Properties
SMILES   O[C@H]1C[C@H](F)C1
HOMO   -10.2 eV
Frontier orbital gap   0.4036 hartree

<D>
ORCA calculation (ωB97M-V/def2-TZVPD) on an isolated molecule of C4H7FO.

The geometry in XYZ format:
```
13
Properties=species:S:1:pos:R:3
C 1.91 -0.66 0.07
C -0.19 0.43 0.45
C -1.36 1.14 -0.06
C -1.40 -0.30 -0.39
H 2.82 -0.47 -0.69
H 2.20 -0.92 1.17
H 1.60 -1.69 -0.20
H -0.31 0.23 1.45
H -0.85 1.95 -0.73
H -2.05 1.69 0.61
H -1.00 -0.69 -1.36
O 1.01 0.38 -0.36
F -2.39 -1.09 0.05
```

## Properties
SMILES   CO[C@H]1C[C@@H]1F
HOMO   -9.0 eV
Frontier orbital gap   0.3691 hartree

Going by the energies, <A> is most stable and the next is 0.0054 hartree up.